Record 1
One molecule with the formula CH2FPS2 in a non-equilibrium geometry, computed with wB97M-V/def2-TZVPD.

Each line ends with the Löwdin charge.
Cartesian coordinates (Å):
C1 0.70879 -0.57248 1.18395  -1.25
F1 1.52152 -1.10564 0.34430  -0.03
P1 -0.08194 0.77312 -1.43243  0.50
S1 0.67473 -1.06822 2.77473  0.62
S2 -0.66249 0.43210 0.55762  0.47
H1 -1.09601 1.70287 -1.74991  -0.14
H2 -1.06459 -0.16175 -1.67827  -0.17

Cartesian forces, eV/Å:
-2.565 -0.087 3.011
0.961 -0.020 -1.381
-0.019 -0.171 -0.588
0.224 0.856 -1.858
1.338 -0.217 1.569
0.157 0.534 0.442
-0.096 -0.895 -1.195

Summary:
Spin multiplicity = 1
Frontier orbital gap = 8.923 eV
SMILES = FC(=S)SP
HOMO level = -9.222 eV

=====

Record 2
CH2I3P as an isolated structure in a non-equilibrium geometry, computed with wB97M-V/def2-TZVPD.

Each line ends with the Löwdin charge.
Cartesian coordinates (Å):
C1 -2.04273 -0.00721 -0.03654  -1.54
P1 -0.46016 -0.73459 -0.10390  0.27
I1 -3.29059 0.10626 -1.74246  0.66
I2 1.35076 -2.57411 -0.65541  0.15
I3 -3.10409 -0.90649 1.64155  0.62
H1 -0.12872 -0.76866 1.30354  -0.05
H2 0.48499 -0.01449 -0.78028  -0.11

Cartesian forces, eV/Å:
-0.333 -1.358 -0.009
0.619 -0.370 1.666
0.479 0.196 0.245
-0.702 -0.209 0.056
0.251 0.407 -0.480
-0.111 0.225 -1.145
-0.204 1.110 -0.333

Summary:
Spin multiplicity = 1
Frontier orbital gap (spin up / spin down) = 6.911 / 6.911 eV
HOMO level (spin up / spin down) = -8.555 / -8.556 eV

=====

Record 3
CH2I3P as an isolated structure in a non-equilibrium geometry, computed with wB97M-V/def2-TZVPD.

Each line ends with the Löwdin charge.
Cartesian coordinates (Å):
C1 0.86275 -0.18874 -0.49196  -1.95
P1 -1.63913 -0.13472 0.51168  0.67
I1 2.06878 -0.29880 1.31382  0.54
I2 0.90002 -2.13819 -1.62242  0.51
I3 1.06365 1.58735 -1.53777  0.66
H1 -1.67095 1.14218 -0.05870  -0.22
H2 -1.58512 0.03093 1.88535  -0.21

Cartesian forces, eV/Å:
-1.723 -1.464 1.534
1.395 -1.538 -2.400
-0.291 0.009 -0.801
0.022 1.643 0.722
0.094 -0.093 -0.269
-0.019 0.563 0.639
0.522 0.881 0.575

Summary:
Spin multiplicity = 1
Frontier orbital gap (spin up / spin down) = 6.673 / 6.736 eV
HOMO level (spin up / spin down) = -8.491 / -8.441 eV

=====

Record 4
One molecule with the formula CH2IN in a non-equilibrium geometry, computed with wB97M-V/def2-TZVPD.

Each line ends with the Löwdin charge.
Cartesian coordinates (Å):
C1 0.82778 -0.57612 -0.31490  -0.83
N1 -0.23047 -1.15211 -0.03480  -0.09
I1 2.44505 -1.81919 -0.97753  0.68
H1 0.95866 0.55122 -0.25860  0.06
H2 -1.22407 -0.36241 -0.07704  0.18

Cartesian forces, eV/Å:
0.358 1.616 0.091
-4.588 1.943 -0.732
-0.188 0.554 0.418
0.406 -1.415 -0.540
4.012 -2.698 0.762

Summary:
Spin multiplicity = 1
Frontier orbital gap = 9.916 eV
SMILES = [H]/N=C/I
HOMO level = -9.654 eV

=====

Record 5
A 2-piece molecular cluster, CH2IN overall in a non-equilibrium geometry, computed with wB97M-V/def2-TZVPD.

Each line ends with the Löwdin charge.
Cartesian coordinates (Å):
C1 1.67999 0.25262 0.19191  -0.14
N1 1.76109 -0.80609 0.56894  0.05
I1 -2.15000 -0.30674 0.40027  0.37
H1 1.36803 1.27387 -0.02958  0.06
H2 -2.65911 -0.41367 -1.13154  -0.34

Cartesian forces, eV/Å:
-1.107 3.178 -0.590
0.571 -2.428 0.659
-0.113 -0.018 -0.262
0.579 -0.756 -0.062
0.070 0.024 0.255

Summary:
Spin multiplicity = 1
Frontier orbital gap = 10.682 eV
SMILES = C#N.I
HOMO level = -10.111 eV

=====

Record 6
CH2INO2S as an isolated structure in a non-equilibrium geometry, computed with wB97M-V/def2-TZVPD.

Each line ends with the Löwdin charge.
Cartesian coordinates (Å):
C1 -0.12510 -0.57418 1.13467  -0.35
N1 0.12188 -2.10910 -0.00303  0.03
O1 -0.61472 -2.13757 -0.88637  0.04
O2 1.73916 -0.75084 2.76084  -0.57
S1 1.56779 -0.20957 1.46003  0.40
I1 1.58953 2.28638 1.70145  0.37
H1 -0.50588 0.33026 0.63777  0.03
H2 -0.42863 -1.00930 2.05311  0.04

Cartesian forces, eV/Å:
1.405 -0.124 -2.517
-0.588 1.521 0.761
0.216 0.108 0.340
1.022 -1.396 3.001
0.228 0.793 -2.308
-0.244 0.013 -0.112
-0.913 -0.889 0.166
-1.126 -0.026 0.669

Summary:
Spin multiplicity = 1
Frontier orbital gap (spin up / spin down) = 8.008 / 8.009 eV
HOMO level (spin up / spin down) = -9.324 / -9.324 eV

=====

Record 7
A 2-piece molecular cluster, CH2INS overall in a non-equilibrium geometry, computed with wB97M-V/def2-TZVPD.

Each line ends with the Löwdin charge.
Cartesian coordinates (Å):
C1 -0.27968 0.06485 1.14306  -0.22
N1 0.30283 -0.95260 0.79547  0.07
S1 1.23004 -1.07266 -2.08445  -0.25
I1 -0.04658 0.82853 -2.36688  0.31
H1 -0.41223 0.30432 2.14621  0.06
H2 -0.79437 0.82756 0.36659  0.04

Cartesian forces, eV/Å:
-0.367 0.018 -3.641
0.553 0.051 -0.440
-0.835 0.375 1.506
-0.041 0.096 0.033
-0.354 0.449 1.998
1.044 -0.988 0.544

Summary:
Spin multiplicity = 1
Frontier orbital gap (spin up / spin down) = 5.704 / 5.708 eV
HOMO level (spin up / spin down) = -8.605 / -8.609 eV

=====

Record 8
One molecule with the formula CH2IP in a non-equilibrium geometry, computed with wB97M-V/def2-TZVPD.

Each line ends with the Löwdin charge.
Cartesian coordinates (Å):
C1 -0.95323 0.02132 -0.01376  -0.45
P1 0.52351 0.88930 0.03562  0.55
I1 3.18883 -0.22594 -0.04754  -0.08
H1 -1.79378 0.30896 0.55425  -0.04
H2 -0.96533 -0.99364 -0.52856  0.01

Cartesian forces, eV/Å:
4.090 -1.618 -1.610
-0.985 -0.626 0.739
-1.920 0.269 -0.327
-0.984 0.753 0.193
-0.201 1.223 1.005

Summary:
Spin multiplicity = 1
Frontier orbital gap (spin up / spin down) = 7.182 / 7.182 eV
SMILES = C=PI
HOMO level (spin up / spin down) = -9.183 / -9.183 eV

=====

Record 9
CH2KLiO3 as an isolated structure in a non-equilibrium geometry, computed with wB97M-V/def2-TZVPD.

Each line ends with the Löwdin charge.
Cartesian coordinates (Å):
O1 1.64747 2.05404 -0.09874  0.11
C1 1.04557 0.85807 0.05343  -0.83
O2 -0.20128 0.87332 -0.01428  -0.14
O3 1.78312 -0.15245 0.13408  -0.15
K1 -2.00159 -1.01332 -0.04835  0.43
H1 2.59293 1.94789 0.06044  0.11
Li1 1.20228 -1.87775 -0.19873  0.78
H2 -4.26107 -1.66217 -0.04695  -0.32

Cartesian forces, eV/Å:
0.280 0.263 0.419
-2.023 1.056 -1.041
0.909 -0.454 0.274
0.687 -1.898 0.210
-0.525 0.295 0.047
0.010 -0.102 -0.097
0.506 0.927 0.199
0.155 -0.086 -0.011

Summary:
Spin multiplicity = 1
Frontier orbital gap = 4.143 eV
HOMO level = -6.049 eV

=====

Record 10
CH2LaO3 as an isolated structure in a non-equilibrium geometry, computed with wB97M-V/def2-TZVPD.

Each line ends with the Löwdin charge.
Cartesian coordinates (Å):
O1 -2.05902 -0.58082 -0.99487  -0.25
C1 -1.31219 0.37027 -0.60080  -0.47
O2 -1.73779 1.55935 -0.75024  -0.25
La1 -3.78754 0.87255 -1.75231  1.81
H1 -0.30238 0.16009 -0.12971  0.17
O3 2.71894 -0.42047 1.26167  0.01
H2 3.24145 0.37384 1.39619  0.00

Cartesian forces, eV/Å:
0.447 -0.201 0.198
0.181 -0.109 0.107
0.498 0.053 0.226
-0.028 -0.003 -0.012
-1.050 0.236 -0.498
-0.492 -0.535 -0.146
0.445 0.559 0.125

Summary:
Spin multiplicity = 1
Charge = +1
Frontier orbital gap (spin up / spin down) = 5.334 / 9.602 eV
HOMO level (spin up / spin down) = -10.525 / -14.775 eV

=====

Record 11
CH2LiNiO3 as an isolated structure in a non-equilibrium geometry, computed with wB97M-V/def2-TZVPD.

Each line ends with the Mulliken spin population.
Cartesian coordinates (Å):
O1 1.42714 0.15720 0.26109  0.08
C1 -0.41616 -0.05529 0.43126  0.10
O2 -1.02017 -0.86629 1.12291  0.03
O3 -0.59566 0.01416 -0.85315  0.15
H1 2.02761 -0.49826 0.62238  0.01
Li1 -2.02010 -1.54453 -0.56721  0.01
Ni1 0.85476 1.12317 -1.33835  1.44
H2 -0.25741 1.66984 0.32106  0.19

Cartesian forces, eV/Å:
-1.246 0.354 0.543
0.328 -0.789 -1.398
1.582 2.086 -0.106
-1.308 -0.817 -1.346
0.204 -0.287 0.008
0.358 0.380 0.291
-0.264 -0.055 1.724
0.346 -0.872 0.283

Summary:
Spin multiplicity = 3
Charge = +1
Frontier orbital gap (spin up / spin down) = 8.473 / 7.699 eV
HOMO level (spin up / spin down) = -13.782 / -13.849 eV

=====

Record 12
One molecule with the formula CH2N2O in a non-equilibrium geometry, computed with wB97M-V/def2-TZVPD.

Each line ends with the Löwdin charge.
Cartesian coordinates (Å):
C1 -0.26044 -0.87648 0.89528  0.04
N1 0.40656 -0.15802 0.21636  -0.06
N2 0.06932 0.80921 -0.56106  -0.22
O1 -0.93469 0.58194 -1.22969  -0.03
H1 0.05485 -1.99223 1.09927  0.08
H2 0.66440 1.63558 -0.42016  0.18

Cartesian forces, eV/Å:
-1.621 -4.662 2.616
3.151 1.032 -0.685
1.016 -0.008 1.295
-1.540 1.376 -2.047
-0.372 2.129 -0.249
-0.634 0.132 -0.930

Summary:
Spin multiplicity = 1
Frontier orbital gap (spin up / spin down) = 8.267 / 8.306 eV
HOMO level (spin up / spin down) = -8.310 / -8.578 eV

=====

Record 13
One molecule with the formula CH2N2O in a non-equilibrium geometry, computed with wB97M-V/def2-TZVPD.

Each line ends with the Löwdin charge.
Cartesian coordinates (Å):
C1 -0.01951 0.63526 -0.22206  -0.59
N1 -0.73691 -0.20030 0.62133  0.07
N2 -0.22956 -0.63147 -0.71647  0.11
O1 0.54655 1.67394 -0.33233  0.12
H1 -0.01308 -0.25235 1.61830  0.21
H2 0.45251 -1.22508 -0.96877  0.06

Cartesian forces, eV/Å:
0.252 -0.661 -0.597
1.706 0.435 4.762
-2.840 3.607 -0.234
-0.319 -0.171 -0.093
-2.136 -0.449 -3.624
3.337 -2.761 -0.215

Summary:
Spin multiplicity = 1
Frontier orbital gap = 10.512 eV
SMILES = O=C1NN1
HOMO level = -10.013 eV

=====

Record 14
One molecule with the formula CH2N2O2 in a non-equilibrium geometry, computed with wB97M-V/def2-TZVPD.

Each line ends with the Löwdin charge.
Cartesian coordinates (Å):
C1 1.40729 0.26756 -0.17465  -0.16
N1 0.24963 0.60359 0.27604  -0.05
N2 -0.60084 -0.45038 0.58924  -0.09
O1 2.42401 -0.27424 -0.25448  0.22
O2 -1.71033 -0.42974 -0.30604  -0.11
H1 0.13704 1.60389 0.34815  0.16
H2 -1.90679 -1.32068 -0.47824  0.03

Cartesian forces, eV/Å:
0.282 -1.045 0.442
0.427 0.465 -0.745
0.145 -0.591 0.526
-0.259 0.101 -0.301
0.524 2.668 0.163
-1.057 0.378 0.219
-0.062 -1.976 -0.303

Summary:
Spin multiplicity = 1
Frontier orbital gap = 7.455 eV
HOMO level = -7.684 eV

=====

Record 15
CH2N2O2S as an isolated structure in a non-equilibrium geometry, computed with wB97M-V/def2-TZVPD.

Each line ends with the Löwdin charge.
Cartesian coordinates (Å):
C1 0.24073 -0.26670 -0.85225  -0.31
N1 -1.04477 0.37426 -0.70122  -0.08
N2 -1.24082 1.15661 0.18790  0.03
O1 -0.28022 -0.46538 2.33308  -0.48
O2 1.07336 0.02953 0.23850  -0.41
S1 0.35941 0.58937 1.62186  0.94
H1 0.24488 -1.48904 -0.99586  0.18
H2 0.64742 0.07135 -1.83200  0.13

Cartesian forces, eV/Å:
0.945 -3.647 -0.995
-0.719 1.282 0.343
1.114 -1.790 0.310
-0.736 -1.208 0.812
0.049 0.642 0.773
0.188 1.433 -2.674
-0.825 3.044 0.559
-0.017 0.245 0.872

Summary:
Spin multiplicity = 1
Frontier orbital gap (spin up / spin down) = 8.665 / 8.665 eV
HOMO level (spin up / spin down) = -8.825 / -8.826 eV

=====

Record 16
One molecule with the formula CH2N2O2S2 in a non-equilibrium geometry, computed with wB97M-V/def2-TZVPD.

Each line ends with the Löwdin charge.
Cartesian coordinates (Å):
C1 -0.63466 1.89338 0.29660  -0.49
N1 -0.28226 2.91944 -0.06016  0.18
N2 0.97636 -1.09963 0.46803  -0.07
O1 -0.85962 0.72797 0.83782  -0.15
O2 -1.46897 -1.42672 0.11543  -0.33
S1 -0.02134 0.20872 -1.93214  0.41
S2 -0.37753 -0.53240 -0.18782  0.34
H1 1.70954 -0.62307 0.00944  0.05
H2 0.95847 -2.06769 0.45282  0.06

Cartesian forces, eV/Å:
0.282 -0.571 1.315
-0.085 1.057 -0.459
-0.883 2.249 0.789
0.517 0.597 -0.614
1.206 0.077 -0.513
-0.276 -0.587 1.149
-2.458 -0.561 -1.439
1.427 0.031 -0.355
0.271 -2.291 0.127

Summary:
Spin multiplicity = 1
Frontier orbital gap = 10.454 eV
SMILES = N#CO[S@@](N)(=O)=S
HOMO level = -10.427 eV

=====

Record 17
One molecule with the formula CH2N2O2Si in a non-equilibrium geometry, computed with wB97M-V/def2-TZVPD.

Each line ends with the Löwdin charge.
Cartesian coordinates (Å):
C1 0.37123 -1.78412 -0.87261  -0.35
N1 1.21874 -2.39762 -1.35559  0.08
N2 -2.34908 -0.54692 0.11438  -0.43
O1 -2.82438 -1.49632 -0.45470  0.00
O2 -2.82653 0.55730 0.39061  -0.02
Si1 -0.19232 -0.91040 0.70916  0.84
H1 0.46492 0.33682 0.97559  -0.07
H2 0.08061 -1.68698 1.89195  -0.07

Cartesian forces, eV/Å:
0.312 0.415 1.612
-0.236 -0.034 -0.474
2.803 0.745 1.592
-0.535 0.753 0.069
0.204 -2.008 -0.753
-2.240 0.112 -1.888
0.115 0.756 -0.392
-0.423 -0.741 0.235

Summary:
Spin multiplicity = 1
Frontier orbital gap = 9.525 eV
SMILES = N#C[SiH2][N+](=O)[O-]
HOMO level = -10.395 eV

=====

Record 18
One molecule with the formula CH2N2O3 in a non-equilibrium geometry, computed with wB97M-V/def2-TZVPD.

Each line ends with the Löwdin charge.
Cartesian coordinates (Å):
C1 1.13037 -0.06718 -1.05316  -0.31
O1 -1.36397 -0.78611 0.71111  0.00
O2 0.41554 1.00742 0.62352  -0.07
N1 -0.83550 0.18768 -0.10690  -0.10
N2 -0.06986 -0.43839 -1.03546  0.08
O3 2.20066 0.06757 -1.48243  0.20
H1 -2.22225 -0.42865 0.98697  0.12
H2 0.74501 0.45766 1.35635  0.08

Cartesian forces, eV/Å:
-0.136 -0.470 -1.530
0.512 0.111 0.093
-1.399 -0.586 -0.024
0.902 1.429 1.112
0.672 -0.631 -0.395
-0.344 0.141 0.775
0.219 0.161 -0.026
-0.426 -0.155 -0.004

Summary:
Spin multiplicity = 1
Frontier orbital gap = 10.444 eV
SMILES = O=C=NN(O)O
HOMO level = -10.000 eV

=====

Record 19
One molecule with the formula CH2N2O3 in a non-equilibrium geometry, computed with wB97M-V/def2-TZVPD.

Each line ends with the Löwdin charge.
Cartesian coordinates (Å):
C1 -0.00509 0.28832 -0.84321  -0.47
N1 -1.18437 -0.59803 -0.62010  0.07
N2 0.31625 0.24424 0.50492  -0.04
O1 0.33286 0.92172 -1.78157  0.14
O2 -0.83620 -0.82476 0.76843  -0.06
O3 1.40491 0.34950 1.31332  0.09
H1 -2.04377 -0.00364 -0.50305  0.15
H2 2.01542 -0.37735 1.16126  0.12

Cartesian forces, eV/Å:
-1.784 -0.421 0.106
-0.122 1.170 0.750
-1.163 -1.366 1.944
0.565 -0.215 -0.025
2.530 1.577 -0.850
-1.131 0.348 -0.771
0.971 -0.537 -0.763
0.133 -0.557 -0.392

Summary:
Spin multiplicity = 1
Frontier orbital gap = 10.393 eV
SMILES = O=c1[nH]on1O
HOMO level = -10.055 eV

=====

Record 20
CH2N2O3 as an isolated structure in a non-equilibrium geometry, computed with wB97M-V/def2-TZVPD.

Each line ends with the Mulliken spin population.
Cartesian coordinates (Å):
C1 0.21264 0.58922 -1.05218  0.03
N1 0.59530 -1.18090 1.63745  0.40
N2 -0.72206 -0.11745 -0.52211  0.49
O1 -1.91685 -0.05326 -0.61805  0.48
O2 0.82386 -0.13625 2.19835  0.27
O3 -0.07230 -1.35194 0.62529  0.31
H1 -0.21329 1.58096 -1.44773  0.02
H2 1.29269 0.66962 -0.82102  -0.01

Cartesian forces, eV/Å:
-0.870 3.383 -0.082
-0.078 1.600 -0.986
0.069 3.406 -4.654
-0.961 -0.048 0.266
-0.363 -1.490 -0.311
2.363 -4.223 5.562
0.788 -1.396 0.127
-0.948 -1.231 0.079

Summary:
Spin multiplicity = 3
Frontier orbital gap (spin up / spin down) = 7.869 / 6.666 eV
HOMO level (spin up / spin down) = -8.205 / -9.704 eV